Entry 1:
112
Properties=species:S:1:pos:R:3 method="wB97M-V/def2-TZVPD" lumo_ev="-3.879 / -3.879" homo_energy_ha="-0.39521 / -0.41512" spin_multiplicity=2 de_lowest_kcal_mol=104.8 total_energy_ha=-2842.15089 total_charge=+1 homo_lumo_gap_ev="6.88 / 7.42" max_force_ev_per_a=5.75 s_squared=0.754
C -4.139 -3.694 -1.157
C -2.567 -3.672 -0.984
N -2.088 -2.389 -1.463
C -0.969 -1.671 -0.841
B -1.355 -1.378 0.730
O -2.721 -1.422 1.154
N -0.414 -0.978 1.782
C -0.616 0.457 2.166
C -0.850 -1.718 3.027
C -1.155 -0.194 -1.472
C -1.601 -0.137 -2.958
O -2.761 -0.171 -3.198
N -0.721 0.082 -4.122
C -1.146 -0.653 -5.276
O -0.704 -1.654 -5.655
F -2.128 -0.056 -6.010
N -0.058 0.754 -1.206
C 1.149 0.065 -1.573
N 1.886 0.594 -2.491
C 1.595 1.906 -3.127
C 3.105 -0.067 -2.972
C 4.325 1.006 -2.962
C 4.878 1.356 -1.454
O 5.565 0.466 -2.582
N 1.433 -1.093 -0.883
B 2.483 -0.988 0.154
O 2.453 -0.287 1.376
O 3.705 -1.589 -0.130
C 4.499 -1.841 1.054
C 0.509 -2.257 -1.040
C 0.805 -2.640 -2.577
C 0.595 -4.078 -3.110
C -0.792 -4.354 -3.836
C -1.082 -5.898 -3.796
C -2.587 -6.189 -4.152
N -3.232 -6.804 -2.957
S 1.024 -3.685 -0.013
C -0.013 -5.182 -0.045
O 1.156 -3.453 1.423
O 2.321 -4.161 -0.494
H -4.453 -3.418 -2.182
H -4.573 -4.640 -0.780
H -4.508 -2.896 -0.461
H -2.235 -4.543 -1.601
H -2.404 -3.972 0.074
H -2.902 -1.779 -1.349
H -3.212 -0.763 0.631
H -0.597 0.610 3.260
H -1.599 0.843 1.788
H 0.172 1.121 1.731
H 0.017 -1.618 3.728
H -1.708 -1.237 3.538
H -0.970 -2.804 2.850
H -2.041 0.220 -0.930
H -0.878 1.066 -4.379
H -0.036 1.132 -0.260
H 1.997 1.907 -4.163
H 0.524 2.130 -3.186
H 2.161 2.667 -2.551
H 3.456 -0.949 -2.414
H 2.975 -0.323 -4.051
H 4.284 1.851 -3.705
H 5.472 0.734 -0.747
H 3.888 0.896 -1.065
H 2.169 0.621 1.176
H 3.923 -2.370 1.835
H 5.312 -2.535 0.737
H 4.988 -0.908 1.393
H 0.272 -1.947 -3.263
H 1.885 -2.430 -2.748
H 0.939 -4.929 -2.497
H 1.288 -4.153 -3.992
H -1.617 -3.724 -3.451
H -0.707 -4.105 -4.920
H -0.476 -6.332 -4.633
H -0.729 -6.406 -2.878
H -2.660 -6.870 -5.031
H -3.078 -5.225 -4.405
H -3.151 -7.813 -3.057
H -4.205 -6.506 -2.968
H -0.763 -5.124 0.773
H -0.462 -5.441 -1.017
H 0.661 -6.023 0.238
C 0.105 7.311 2.725
C -0.698 5.992 2.851
C -1.907 6.202 3.777
C -1.536 6.285 5.256
C -0.685 5.090 5.670
C 0.544 4.887 4.775
N 0.202 4.897 3.321
O -0.366 3.748 3.031
C 1.591 5.978 5.083
C 1.244 3.581 5.189
C -1.228 5.734 1.430
H -0.256 7.923 1.898
H 0.033 7.939 3.613
H 1.160 7.118 2.523
H -2.618 5.378 3.649
H -2.441 7.111 3.488
H -1.012 7.221 5.468
H -2.449 6.307 5.856
H -0.372 5.216 6.710
H -1.313 4.192 5.649
H 2.437 5.915 4.395
H 1.986 5.857 6.093
H 1.194 6.989 5.042
H 0.579 2.718 5.143
H 1.596 3.648 6.220
H 2.112 3.381 4.555
H -0.407 5.566 0.728
H -1.800 6.593 1.077
H -1.902 4.877 1.384

Entry 2:
111
Properties=species:S:1:pos:R:3 method="wB97M-V/def2-TZVPD" lumo_ev=0.204 homo_energy_ha=-0.30969 total_energy_ha=-2511.29139 smiles="C#CC[C@](COCCC)(CC(=O)O)OC(=O)B(O)OC.CNC(C)=O.CNC(C)=O.CNC(C)=O.CNC(C)=O.CNC(C)=O.CNC(C)=O" total_charge=0 homo_lumo_gap_ev=8.63 max_force_ev_per_a=1.96
C 2.545 2.738 -0.789
C 1.504 2.219 -1.071
C 0.184 1.892 -1.608
C 0.237 1.215 -3.010
C 1.346 0.199 -3.114
O 1.355 -0.281 -4.455
C 1.941 -1.567 -4.593
C 3.291 -1.747 -3.898
C 4.199 -2.778 -4.602
C 0.397 2.350 -4.055
C 1.798 2.906 -4.239
O 2.045 4.023 -3.892
O 2.778 2.158 -4.820
O -1.081 0.683 -3.305
C -1.395 -0.538 -2.841
O -1.096 -0.977 -1.755
B -2.301 -1.453 -3.826
O -2.812 -2.615 -3.356
O -2.599 -1.073 -5.110
C -3.897 -0.457 -5.218
H 3.487 3.028 -0.395
H -0.313 1.258 -0.875
H -0.425 2.789 -1.703
H 2.310 0.659 -2.906
H 1.246 -0.624 -2.404
H 1.249 -2.363 -4.300
H 2.113 -1.697 -5.663
H 3.153 -1.988 -2.845
H 3.798 -0.779 -3.941
H 4.098 -3.740 -4.107
H 5.226 -2.433 -4.515
H 3.938 -2.843 -5.656
H -0.226 3.197 -3.794
H 0.003 1.943 -4.990
H 2.525 1.868 -5.703
H -2.272 -2.956 -2.632
H -3.736 0.605 -5.392
H -4.456 -0.892 -6.043
H -4.476 -0.610 -4.305
C -3.430 -0.576 1.252
N -2.069 -0.099 1.111
C -1.216 0.317 2.083
C -1.713 0.297 3.508
O -0.089 0.689 1.795
H -3.503 -1.593 0.861
H -4.104 0.065 0.679
H -3.741 -0.574 2.291
H -1.671 -0.060 0.185
H -0.923 0.655 4.161
H -2.579 0.950 3.621
H -1.975 -0.720 3.803
C -1.108 6.521 0.160
N -0.596 6.399 1.518
C -0.261 5.271 2.195
C -0.431 3.954 1.478
O 0.160 5.337 3.342
H -0.416 7.130 -0.427
H -2.084 7.014 0.177
H -1.207 5.547 -0.308
H -0.460 7.242 2.052
H -0.123 3.147 2.134
H -1.477 3.803 1.204
H 0.192 3.925 0.583
C 1.872 -3.799 5.600
N 0.830 -3.106 6.338
C 0.619 -1.767 6.446
C 1.572 -0.854 5.713
O -0.311 -1.339 7.112
H 1.413 -4.456 4.859
H 2.460 -4.405 6.290
H 2.532 -3.103 5.095
H 0.159 -3.658 6.850
H 1.280 0.177 5.890
H 2.591 -0.993 6.075
H 1.532 -1.048 4.640
C 5.328 -6.513 9.200
N 5.357 -6.047 7.826
C 5.610 -4.791 7.366
C 5.902 -3.720 8.390
O 5.596 -4.555 6.170
H 6.070 -7.302 9.334
H 4.342 -6.921 9.428
H 5.544 -5.706 9.891
H 5.171 -6.711 7.092
H 6.081 -2.783 7.871
H 5.054 -3.591 9.063
H 6.791 -3.975 8.968
C -0.646 -7.736 -4.312
N 0.335 -6.747 -3.903
C 0.362 -5.419 -4.191
C -0.757 -4.866 -5.041
O 1.264 -4.713 -3.767
H -1.101 -8.186 -3.428
H -0.155 -8.521 -4.889
H -1.424 -7.287 -4.919
H 1.109 -7.049 -3.333
H -0.599 -3.801 -5.183
H -0.768 -5.347 -6.020
H -1.718 -5.011 -4.547
C -6.250 9.233 -2.491
N -5.061 8.850 -1.752
C -4.961 7.995 -0.703
C -6.228 7.337 -0.213
O -3.876 7.776 -0.185
H -6.128 8.966 -3.542
H -6.393 10.312 -2.420
H -7.131 8.734 -2.102
H -4.179 9.253 -2.026
H -5.982 6.689 0.622
H -6.943 8.087 0.125
H -6.677 6.734 -1.004

Entry 3:
96
Properties=species:S:1:pos:R:3 method="wB97M-V/def2-TZVPD" lumo_ev="0.522 / -0.927" homo_energy_ha="-0.25142 / -0.30465" spin_multiplicity=4 total_energy_ha=-2475.97770 total_charge=0 homo_lumo_gap_ev="7.36 / 7.36" max_force_ev_per_a=3.06 s_squared=3.771
Re -0.847 0.908 0.261
P 0.259 2.315 1.736
C -0.646 3.808 2.453
C 0.989 1.617 3.320
C 1.792 3.094 0.969
C -2.158 3.559 2.573
H -0.459 4.568 1.677
C -0.133 4.356 3.802
H -0.412 3.702 4.637
H -0.625 5.322 3.974
H 0.945 4.538 3.844
H -2.642 3.547 1.587
H -2.611 4.361 3.176
H -2.364 2.598 3.075
H 1.327 3.712 0.184
C 2.818 2.169 0.283
C 2.538 4.007 1.948
H 1.943 4.868 2.258
H 3.437 4.384 1.448
H 2.893 3.469 2.834
H 2.406 1.195 -0.013
H 3.701 1.996 0.921
H 3.162 2.673 -0.634
C -0.078 0.949 4.192
H 1.343 2.501 3.855
C 2.202 0.738 3.054
H -0.787 1.666 4.623
H 0.409 0.409 5.019
H -0.647 0.211 3.607
H 2.147 0.220 2.086
H 2.296 -0.036 3.829
H 3.148 1.305 3.040
Cl -1.636 -0.781 1.808
H -2.310 1.710 0.503
H -0.713 2.380 -0.437
P -2.364 0.407 -1.621
C -1.981 1.252 -3.254
C -2.498 -1.381 -2.182
C -4.119 0.888 -1.321
C -0.491 1.611 -3.403
H -2.551 2.185 -3.131
C -2.470 0.558 -4.539
H -1.824 -0.281 -4.832
H -2.406 1.303 -5.343
H -3.509 0.214 -4.497
H -0.196 2.390 -2.688
H -0.315 1.991 -4.422
H 0.162 0.738 -3.248
H -4.052 1.986 -1.264
C -4.637 0.364 0.026
C -5.054 0.509 -2.481
H -4.835 1.082 -3.387
H -6.081 0.747 -2.182
H -5.021 -0.567 -2.700
H -3.825 0.026 0.686
H -5.345 -0.468 -0.111
H -5.155 1.181 0.550
C -1.136 -1.843 -2.688
H -3.191 -1.352 -3.034
C -3.091 -2.306 -1.107
H -0.827 -1.337 -3.610
H -1.171 -2.919 -2.906
H -0.349 -1.668 -1.944
H -2.560 -2.215 -0.145
H -3.008 -3.350 -1.452
H -4.160 -2.096 -0.945
C 1.747 -3.490 -3.928
C 2.095 -3.813 -2.469
C 0.941 -4.564 -1.802
C 2.592 -2.713 -1.530
C 3.629 -1.760 -1.776
C 4.328 -1.185 -0.700
C 3.957 -1.429 0.634
C 2.739 -2.132 0.831
C 2.008 -2.397 2.129
C 1.023 -3.540 1.856
C 2.935 -2.666 3.314
C 2.163 -2.710 -0.248
O 0.493 0.150 -0.625
H 1.620 -4.490 -4.382
H 2.553 -2.974 -4.465
H 0.801 -2.934 -4.001
H 2.939 -4.535 -2.558
H 1.310 -5.135 -0.936
H 0.187 -3.853 -1.455
H 0.468 -5.255 -2.514
H 3.859 -1.548 -2.809
H 5.173 -0.504 -0.841
H 4.541 -1.071 1.488
H 1.400 -1.501 2.356
H 1.572 -4.413 1.481
H 0.450 -3.821 2.755
H 0.344 -3.198 1.064
H 3.571 -1.804 3.509
H 2.343 -2.890 4.205
H 3.593 -3.513 3.100